Molecular formula: C31H46BrN3OP2V
Method: DFT, ωB97M-V with the def2-TZVPD basis set

Geometry (Å):
N  -5.16  3.18  -3.22
C  -5.13  3.40  -1.91
C  -4.43  2.60  -0.99
C  -3.58  1.61  -1.52
C  -3.85  1.18  -2.84
C  -4.56  2.07  -3.66
C  -2.29  1.34  -0.85
V  -0.90  0.11  0.03
P  4.00  -0.82  0.37
C  -1.05  1.20  -1.63
C  0.18  1.94  -1.22
C  1.35  1.69  -2.00
C  2.28  2.71  -2.15
C  2.27  3.82  -1.27
C  1.18  4.01  -0.41
C  0.11  3.12  -0.43
Br  3.76  4.89  -1.25
H  -2.26  1.80  0.17
H  -1.11  1.03  -2.72
H  -4.42  2.86  0.05
H  -3.42  0.29  -3.28
H  -5.64  4.30  -1.56
H  -4.60  1.91  -4.74
H  1.45  0.77  -2.57
H  -0.75  3.33  0.22
H  3.02  2.67  -2.95
H  1.18  4.88  0.23
P  -1.16  -2.17  -0.64
C  4.00  1.01  0.23
C  5.39  1.58  -0.05
H  3.60  1.39  1.18
H  3.30  1.29  -0.57
H  5.41  2.66  0.17
H  6.15  1.10  0.59
H  5.70  1.47  -1.09
C  3.61  -1.37  -1.34
C  4.86  -1.88  -2.10
H  3.16  -0.51  -1.86
H  2.86  -2.18  -1.28
H  4.64  -1.98  -3.17
H  5.71  -1.19  -1.99
H  5.17  -2.87  -1.73
C  2.71  -1.25  1.53
C  3.29  -1.96  2.77
H  1.97  -1.88  1.02
H  2.21  -0.31  1.82
H  2.55  -2.61  3.25
H  4.16  -2.58  2.50
H  3.63  -1.24  3.52
C  -0.75  -3.20  0.81
C  -1.44  -4.57  0.81
H  -1.03  -2.62  1.71
H  0.35  -3.29  0.83
H  -2.52  -4.48  1.01
H  -1.29  -5.10  -0.14
H  -1.02  -5.18  1.62
C  0.23  -2.35  -1.80
C  -0.20  -2.65  -3.24
H  0.88  -3.14  -1.38
H  0.78  -1.39  -1.76
H  -1.02  -3.38  -3.29
H  -0.52  -1.73  -3.76
H  0.66  -3.05  -3.79
C  -2.74  -2.72  -1.38
C  -3.84  -1.93  -0.71
H  -2.92  -3.80  -1.21
H  -2.68  -2.52  -2.46
H  -4.70  -1.77  -1.37
H  -4.17  -2.44  0.20
H  -3.50  -0.93  -0.42
N  -0.12  2.84  5.54
C  -0.28  2.57  4.21
O  0.18  3.31  3.34
C  -1.04  1.34  3.83
C  -1.56  0.33  4.67
C  -2.35  -0.66  4.08
C  -2.53  -0.70  2.69
N  -1.85  0.15  1.85
C  -1.22  1.22  2.44
H  0.38  3.68  5.77
H  -0.56  2.32  6.27
H  -1.36  0.33  5.74
H  -2.79  -1.45  4.70
H  -3.15  -1.47  2.22
H  -0.84  1.99  1.76

E_LUMO (spin up / spin down), eV: -5.8 / -8.9
HOMO level (spin up / spin down), eV: -12.8 / -11.8
ΔE to the lowest compared entry with this formula, charge and spin, eV: 3.6378
Total charge: +2
<S²>: 3.95
Spin multiplicity: 4